286
Properties=species:S:1:pos:R:3:forces:R:3:lowdin_charge:R:1 method="wB97M-V/def2-TZVPD" max_force_ev_per_a=3.5 multiplicity=1 e_above_lowest_kcal_mol=0.0
O -1.416973 1.931197 1.099173 0.640 -0.047 -0.234 -0.182
O -1.238799 0.959899 -3.232696 0.618 0.071 -0.101 -0.193
O 3.028428 6.353537 -1.621423 -0.487 -0.164 -1.318 -0.035
O -3.032082 -4.107173 0.381482 -0.530 0.680 -0.746 -0.209
O 3.730441 -2.459320 -4.772410 -0.135 -0.803 -0.455 -0.076
O -1.845455 -4.996731 -6.966025 0.604 0.160 0.064 -0.032
O -4.614569 7.317925 2.254911 -0.043 -1.116 0.241 -0.197
O 2.162811 -7.457863 2.842811 -0.855 -0.576 0.466 -0.012
O -1.110778 4.147397 3.986307 0.031 0.427 0.126 -0.196
O -5.263240 4.562880 -1.300418 -1.154 0.664 0.964 -0.204
O -6.309342 1.059589 -0.209034 1.501 0.300 1.547 -0.177
O 2.727716 0.143003 5.747135 0.846 0.392 0.731 -0.046
O 0.151097 -0.917945 6.200954 -0.344 0.826 -1.541 -0.250
N 0.108304 -0.842631 -0.729644 0.516 0.778 -0.369 0.080
N -2.793905 6.385996 -0.519060 0.420 -0.344 1.223 0.077
N -1.553600 1.614154 4.864885 -1.230 -1.162 0.736 0.075
N -2.512291 -1.503924 4.969733 0.018 1.001 -0.324 0.072
N 4.468594 -2.657902 -3.571324 -0.214 0.877 -0.477 -0.088
N -3.831700 0.451992 2.485138 0.349 0.297 -1.511 0.077
N 3.009708 -0.171734 4.398741 -1.290 0.106 -0.205 -0.070
N 0.030349 2.421358 -6.277048 0.157 2.214 0.186 0.066
N 3.351986 6.475584 -0.288315 0.661 0.860 1.864 -0.114
N -0.900060 -3.953628 -7.186086 0.715 1.581 -0.328 -0.103
N -7.936517 6.093844 1.350614 1.048 -0.799 0.138 0.047
N -1.386428 -3.873049 -2.110162 -0.466 0.156 0.796 0.087
N 2.205215 -7.207813 1.467227 0.727 0.958 -0.463 -0.136
C -3.448249 -3.336023 -0.807387 0.825 -0.705 0.549 -0.158
C -2.000663 2.712308 5.678100 0.244 -1.026 1.177 -0.397
C 4.391127 -2.383708 -1.219779 -0.611 0.866 0.244 -0.111
C -1.791821 -3.797941 4.785548 -0.635 -0.675 -1.378 -0.077
C 0.098604 -0.927831 7.594591 -0.393 1.120 0.547 -0.103
C -2.539454 0.740503 -2.762918 -0.300 1.318 -0.413 -0.091
C -1.679057 -2.514292 5.507443 1.742 -0.080 3.040 -0.488
C -1.291529 1.750646 -4.396354 0.142 1.615 1.593 -0.219
C -5.374333 2.345807 2.341164 -1.318 0.059 -0.958 -0.043
C 1.149791 -6.848820 -1.099142 1.158 0.538 -1.005 -0.160
C -0.177536 5.173503 3.696375 -0.244 0.411 1.131 -0.114
C 2.184604 7.027573 0.462178 -0.783 -0.312 -1.307 -0.478
C 1.360592 -3.030563 -6.575299 -1.827 0.420 -1.084 -0.107
C -5.038887 0.955995 1.835132 -0.936 -1.341 2.050 -0.449
C 5.309709 5.010982 -0.664398 -1.961 0.291 -0.080 -0.021
C 4.959750 -3.790632 -1.046277 -0.738 0.725 2.192 -0.200
C 4.103406 -1.154806 4.391705 1.682 1.020 -0.407 -0.475
C 5.071666 -4.007555 -3.592180 -1.251 0.133 0.773 -0.486
C 3.164767 5.719206 2.499393 0.782 0.967 -0.527 -0.159
C -2.698478 -2.504121 -7.888561 0.813 -1.074 -0.241 -0.037
C -6.237169 1.119778 -1.592399 0.273 -1.157 -0.406 -0.135
C 3.448186 0.754198 2.192563 -0.998 1.136 0.595 -0.133
C -4.977093 0.789175 0.366600 -1.006 1.485 -1.357 -0.168
C 3.032717 3.983089 -0.251566 -0.058 0.062 0.542 -0.024
C -0.024840 -5.995627 1.748275 0.659 0.772 -0.853 -0.012
C -2.223542 -2.660513 -5.393077 0.933 -0.273 -1.338 -0.018
C 4.521112 -1.413402 2.886309 -0.440 -0.316 0.269 -0.104
C -3.486858 6.645489 2.863818 -1.813 1.294 0.513 -0.077
C 4.037921 -5.123390 -3.929187 -0.052 0.578 0.233 -0.010
C -1.555045 -2.672807 -6.837710 -1.309 0.261 0.841 -0.471
C 2.008830 -8.434551 0.703807 -1.282 0.291 0.326 -0.481
C 0.897971 3.000718 -4.040865 -0.435 0.702 0.456 -0.047
C 4.288207 5.174466 1.612169 0.034 0.537 0.191 -0.147
C 2.576977 7.079074 1.921567 -0.231 -1.552 1.487 -0.101
C -3.568717 -3.575667 1.598282 -0.651 0.829 -1.221 -0.094
C -6.085116 5.527566 -1.933856 -0.591 -1.370 -1.430 -0.103
C 0.892882 6.214874 0.106185 1.724 0.279 0.285 -0.017
C -0.396746 1.186271 0.406169 -0.213 0.567 0.838 -0.179
C 6.150516 -3.976412 -4.660463 -0.257 -0.223 -0.649 -0.043
C 5.764885 -4.123386 -2.196840 1.969 -0.325 -2.849 -0.157
C 1.558532 -5.615617 -0.255781 -1.060 -0.803 0.244 -0.137
C 4.074715 2.115083 4.403735 1.565 0.275 -0.627 -0.022
C -6.869393 7.099960 1.404471 1.307 -0.327 0.027 -0.464
C -3.153814 5.863115 -1.816349 -0.935 -0.841 0.460 -0.435
C -2.851817 -3.998414 -2.045020 -0.121 0.727 -0.282 -0.445
C 0.587719 -9.050645 1.061105 0.778 -0.401 -2.595 -0.006
C -0.576873 -1.499514 -6.957446 0.062 0.133 0.680 -0.137
C -7.272692 8.423289 2.000709 -1.201 0.603 -0.379 -0.066
C 2.137277 -7.969844 -0.748214 -1.464 -0.457 -0.091 -0.145
C 0.080709 2.026471 -4.898042 1.287 0.143 1.009 -0.462
C 3.633977 -2.429586 5.085993 -1.808 -0.070 -1.714 -0.031
C 1.963827 8.439866 -0.083646 0.188 0.946 0.440 -0.041
C -0.704927 -0.283374 0.349107 -1.040 -0.068 -1.341 -0.448
C -5.751885 6.467969 2.246591 -0.567 -0.214 -0.518 -0.228
C -3.400280 -5.394900 -2.186219 -0.165 -0.146 0.586 -0.055
C -1.818083 2.268525 7.194539 0.403 1.033 -1.443 -0.031
C 3.303118 -0.672137 -2.840904 -0.737 -0.119 0.858 -0.018
C -1.160924 3.319469 0.972407 0.119 -0.402 0.788 -0.106
C 2.197607 -2.932797 -2.561342 -0.551 -1.461 0.467 -0.017
C 0.677164 -1.717752 -6.116073 -0.149 -1.178 -0.244 -0.177
C -3.986104 4.511008 -1.830896 1.357 0.821 0.984 -0.208
C 1.087281 -5.407592 -7.425090 -0.977 -0.104 0.918 -0.032
C 2.249834 -4.845503 2.042210 -1.055 0.057 0.173 -0.025
C -1.170004 3.912718 5.386837 -0.061 1.131 0.080 -0.224
C 0.413454 -4.267670 -6.592993 -0.414 -1.110 0.845 -0.459
C 3.536673 -2.198187 -2.510296 1.059 0.096 -0.321 -0.437
C 1.775919 1.873416 3.734918 -1.001 -1.192 -0.018 -0.031
C 1.434040 -5.961350 1.237894 0.954 0.958 0.668 -0.453
C 4.668478 -0.093176 2.071945 1.275 -0.449 0.355 -0.178
C 3.119627 1.119988 3.667412 -0.154 0.456 0.596 -0.447
C -0.167950 -2.127892 5.508179 -0.645 -0.021 0.123 -0.159
C -1.941444 5.710660 -2.639864 2.495 0.024 -1.291 -0.099
C 3.204727 -9.426210 0.967544 -1.648 0.711 -0.687 -0.019
C -0.438953 -0.915136 1.668525 -1.373 -0.413 0.866 -0.054
C 3.944474 5.223329 0.117121 0.429 -2.130 -0.300 -0.487
C 0.179720 -4.889299 -5.158731 2.029 1.685 0.249 -0.022
C 5.387040 -0.602020 5.115070 0.469 -1.581 -0.059 -0.040
H -3.476679 -3.260788 -7.742919 0.221 -0.014 0.013 0.077
H -2.914779 -1.852988 -5.413617 -0.856 0.733 0.033 0.060
H 1.929125 -8.799817 -1.424932 0.286 -0.258 0.067 0.122
H 2.860400 -0.156500 -1.963690 0.388 -0.273 -0.273 0.081
H -1.871509 2.694113 -4.164438 0.577 -0.598 -0.350 0.137
H -1.228508 4.923403 -2.376182 -0.083 -0.069 0.931 0.059
H 0.546658 1.316007 0.967494 0.010 0.246 -0.632 0.119
H 2.630352 0.170482 1.723659 -0.040 0.454 0.504 0.113
H -3.530184 3.714690 -1.211749 0.490 0.532 -0.327 0.124
H -3.823444 6.321132 3.869999 0.634 -0.005 -0.375 0.102
H 3.162623 -7.626925 -0.881931 0.026 0.063 -0.220 0.119
H 0.451540 -1.764321 -5.049234 -0.164 -0.039 0.040 0.094
H -2.824304 -4.126728 4.745852 -0.278 -0.202 0.383 0.083
H 6.787832 -4.812662 -4.480839 0.667 -0.786 0.119 0.069
H -3.216629 -3.469474 -2.927478 -0.163 0.508 0.158 0.111
H 2.436520 4.905705 2.530701 -0.429 0.473 0.169 0.062
H -5.710345 2.330884 3.376893 0.223 -0.144 0.105 0.079
H -5.509984 5.514119 1.760494 0.260 -0.129 0.095 0.106
H 0.844483 4.857205 3.874208 0.270 -0.386 -0.221 0.063
H -0.047615 -6.299477 2.782852 -0.233 -0.571 0.143 0.079
H -3.953701 4.184902 -2.851225 -0.442 -0.412 -1.004 0.099
H -1.554527 -3.704503 3.706146 0.425 0.140 0.493 0.064
H -0.734099 2.043703 7.441418 -1.248 0.636 -0.198 0.097
H -4.636325 -0.188594 0.056807 0.093 -0.478 0.076 0.111
H 4.820616 -0.322104 1.015739 0.196 -0.135 0.026 0.093
H 4.987611 5.017671 -1.707947 0.558 -0.003 -0.115 0.073
H 1.361029 -0.893203 -6.222015 0.405 0.410 -0.172 0.096
H -3.078831 -5.782698 -3.143968 -0.180 -0.417 -0.199 0.072
H 2.583185 -5.261440 -0.401856 -0.264 -0.363 -0.398 0.085
H 0.022699 -0.311233 -1.607485 -0.078 -0.180 0.566 0.068
H 5.428385 -2.042908 2.883359 0.072 0.645 0.135 0.120
H 0.449005 -6.310604 -7.361722 0.280 0.371 -0.061 0.085
H 5.211239 5.769074 1.752750 -0.307 -0.345 0.089 0.124
H -7.129070 1.581149 -1.992063 -0.116 0.284 -0.056 0.088
H -6.180893 6.211080 3.245778 0.565 0.432 -0.274 0.141
H -4.542731 -3.350803 -0.998455 0.396 0.182 0.756 0.132
H 5.740639 -4.153369 -5.676579 0.165 0.518 0.524 0.094
H 0.757169 3.091418 -6.534532 -0.324 -0.395 0.181 0.084
H -1.177631 -4.570303 5.221782 0.188 -0.286 0.071 0.086
H 6.288101 -5.085678 -2.108076 -0.262 0.040 -0.124 0.130
H -3.199964 1.244265 2.507174 0.486 -0.484 0.521 0.040
H -6.449541 9.138750 2.165815 -0.131 -0.652 -0.051 0.082
H 0.084564 -2.051563 4.439074 0.462 0.503 0.394 0.124
H -3.089801 1.700793 -2.972826 -0.086 -0.911 0.637 0.081
H 0.081708 -7.106829 -1.007547 0.455 -0.044 0.493 0.100
H 3.366915 7.164966 -1.982425 0.235 0.409 -0.571 0.105
H 1.150191 -5.362354 -4.902697 -0.651 -0.123 0.119 0.074
H -0.279886 3.690835 1.509531 0.408 -0.625 -0.284 0.067
H 1.209466 -5.161065 -8.468242 0.141 0.283 -0.303 0.073
H 5.969078 5.846434 -0.455165 0.237 -0.018 -0.019 0.077
H -1.911724 -5.244589 -7.879528 -0.622 -0.793 -0.522 0.097
H 3.823071 -2.105160 2.374488 -0.312 0.587 0.302 0.097
H 2.611700 -0.460716 -3.662387 -0.281 -0.683 0.117 0.059
H 4.466592 4.115942 1.891661 0.247 0.572 -0.252 0.102
H 5.163359 -0.025740 6.001292 -0.190 0.211 0.069 0.073
H -1.804219 -0.332814 0.112624 0.580 -0.204 0.345 0.122
H -0.647030 -6.535436 1.046418 -0.247 -0.632 0.338 0.066
H 4.190238 -0.149905 -3.179900 0.620 -0.164 0.452 0.076
H 4.170859 -1.791863 -5.291033 0.566 0.363 -0.003 0.108
H 3.538836 5.918872 3.536231 -0.382 -0.318 -0.773 0.125
H 6.787968 -3.083547 -4.601558 -0.449 -0.085 -0.116 0.094
H -0.886157 -0.602574 8.015766 0.501 -0.553 -0.423 0.097
H 1.391928 2.022312 4.744762 0.379 -0.298 0.227 0.072
H 2.469940 4.067311 -1.201443 0.826 0.000 0.240 0.079
H -3.125109 5.821085 2.282662 0.092 -0.653 -0.367 0.050
H -7.836298 8.262325 2.946800 0.343 0.165 -0.589 0.092
H 0.911846 2.750052 -2.940497 -0.601 0.333 -1.088 0.085
H -1.026956 -4.465054 -2.839025 0.160 -0.223 -0.178 0.033
H 0.238980 -8.937319 2.052329 0.277 0.122 1.241 0.058
H 3.820053 -2.074545 -0.344553 -0.354 -0.144 0.078 0.100
H 1.712639 -2.857925 -7.622965 0.003 -0.271 0.745 0.136
H 3.081858 -7.440855 3.042710 1.061 -0.008 0.739 0.089
H 2.697489 -2.728510 4.533135 0.733 0.054 0.549 0.082
H 2.055156 -3.805125 1.706332 0.111 -0.639 -0.414 0.079
H 2.157473 -3.246977 -5.914366 0.989 -0.337 0.311 0.060
H -3.597921 6.645614 0.019091 -0.754 0.508 0.069 0.046
H 0.584163 4.069533 -4.242312 0.303 -1.053 0.491 0.095
H -6.452812 7.243291 0.385364 -0.005 0.272 0.414 0.121
H -1.318424 1.814767 3.939026 0.214 0.750 -1.667 0.035
H 1.746294 7.246682 2.627521 -0.206 0.456 -0.738 0.113
H 1.241211 -6.696543 -2.205347 0.120 0.382 0.747 0.107
H -0.631466 -5.592897 -5.138511 -0.229 -0.277 -0.048 0.069
H -0.286525 6.034510 4.384468 -0.356 -0.144 -0.248 0.101
H -0.317751 5.526773 2.690348 -0.014 -0.020 -0.446 0.063
H 5.545410 -3.868090 -0.096431 -0.128 0.377 -0.685 0.132
H 6.558067 -3.366848 -2.361223 -0.033 -0.265 0.673 0.127
H 3.314206 -5.063249 2.043560 0.156 0.056 -0.405 0.076
H -0.818482 1.061906 5.242450 0.665 -0.271 0.655 0.042
H 0.044711 1.672606 -6.906042 0.032 -1.241 -0.955 0.041
H -7.176573 5.325414 -1.720289 1.321 0.369 0.258 0.104
H 5.209884 -1.635760 -1.255828 -0.169 -0.488 -0.213 0.126
H -3.215262 -1.563551 -7.890597 0.098 0.741 0.232 0.070
H -2.780822 -3.589774 -5.275762 0.170 0.022 0.332 0.076
H -3.670620 6.700181 -2.300216 -0.567 -0.433 0.031 0.134
H -8.624005 6.321299 0.668889 -0.764 0.598 -0.470 0.056
H 6.046548 -0.059622 4.438107 -0.179 0.196 0.082 0.061
H 0.007804 6.678794 0.461916 -0.835 0.503 0.427 0.065
H 1.784119 2.877255 3.342099 0.490 0.285 -0.596 0.058
H 1.936816 2.881773 -4.307712 0.464 0.245 -0.350 0.064
H 0.744124 -10.094757 0.813673 -0.563 -0.499 0.236 0.070
H 0.555956 -0.731583 2.033064 0.520 0.053 0.139 0.058
H -5.769685 6.561102 -1.749954 -0.285 -0.199 0.063 0.076
H -2.368118 5.697068 0.111872 0.177 -0.017 -0.762 0.052
H 5.037035 1.655132 4.649286 -0.308 0.060 0.011 0.048
H -1.533126 -2.426430 -4.579644 0.030 -0.492 -0.039 0.062
H -2.095237 5.384478 -3.678595 -0.544 0.694 0.003 0.079
H -1.062391 -0.558833 -6.615385 -0.058 -0.579 -0.382 0.113
H 1.839982 -0.157956 5.952221 -0.546 -0.435 -0.532 0.048
H -0.111863 -1.789632 -0.974721 -0.430 -0.464 0.189 0.029
H 0.876448 -4.804080 -0.473209 -0.028 0.485 0.043 0.088
H 1.014401 5.236282 0.514741 -0.380 -0.613 0.298 0.029
H -5.839827 0.288848 2.153992 -0.290 -0.098 0.083 0.143
H 1.976280 -4.784021 3.101425 -0.186 -0.433 -0.057 0.064
H 0.053707 -4.090543 -4.382291 -0.143 -0.586 -0.775 0.055
H -0.264306 -8.697158 0.426209 0.962 -0.098 0.230 0.078
H -0.174415 3.716267 5.757632 0.661 0.000 0.175 0.117
H -3.064691 2.941112 5.477816 0.316 -0.221 0.109 0.143
H 2.177911 -4.037959 -2.390423 0.710 0.919 0.457 0.058
H -5.319805 1.581470 -1.959554 -0.063 0.536 0.011 0.062
H -1.353981 6.667668 -2.600021 -0.538 -0.854 -0.297 0.100
H 6.007632 -1.462982 5.458118 -0.451 0.363 -0.203 0.090
H -4.669607 -3.619487 1.546180 0.206 -0.188 0.288 0.095
H -3.986115 0.029050 3.376957 -0.067 0.191 0.569 0.052
H 4.560488 -6.066664 -4.020825 0.083 -0.265 -0.480 0.084
H 3.359216 -2.356133 6.121874 0.114 0.489 0.505 0.074
H 0.987324 1.312470 3.218724 0.070 0.065 -0.109 0.070
H 0.845334 6.131016 -0.969729 -0.139 -0.026 -0.245 0.075
H 0.459637 -2.874618 5.981375 0.005 -0.691 -0.100 0.117
H 0.827683 -0.177395 7.953510 -0.178 -0.388 -0.116 0.100
H -4.504539 -5.430216 -2.053147 0.677 0.045 -0.380 0.097
H -1.553375 4.817306 5.903361 0.095 -0.234 -0.174 0.138
H -3.046307 -2.323801 -0.682054 -0.324 0.085 -0.070 0.106
H 1.465645 -2.556432 -1.839888 0.233 0.326 -0.408 0.059
H -1.138510 3.654499 -0.051086 0.104 0.028 -0.655 0.076
H 3.249997 7.926747 2.043582 0.387 -0.235 0.191 0.114
H 1.752234 8.483738 -1.133355 0.045 -0.520 -0.821 0.065
H 0.386719 -1.896133 7.937361 0.099 -0.788 0.689 0.083
H 4.191697 -4.528832 -0.856549 -0.466 -0.081 -0.317 0.080
H 2.840818 9.111377 0.056170 -0.553 -0.428 0.288 0.098
H -1.783066 1.250931 -5.160827 -1.394 -1.131 -1.544 0.092
H 2.233272 3.799043 0.487325 0.499 0.035 0.049 0.054
H -2.263198 -1.568030 3.984993 -0.468 0.884 -0.306 0.045
H 1.044591 8.893372 0.309290 0.381 -0.031 0.517 0.093
H -2.314755 3.015827 7.809014 0.617 0.260 0.391 0.073
H 3.218880 -10.222233 0.189952 -0.104 0.439 0.657 0.094
H -1.191345 -0.468236 2.339619 0.429 -0.009 0.175 0.065
H 3.661001 2.481552 5.358455 -0.076 -0.257 -0.565 0.090
H -0.451232 -4.994557 1.715227 0.181 0.380 0.016 0.066
H -7.477151 5.269410 0.926097 -0.445 0.264 0.516 0.069
H 3.476735 -4.820143 -4.829329 0.556 -0.421 0.058 0.067
H -2.771800 7.442274 2.893015 0.807 0.081 0.391 0.086
H -5.956721 5.253319 -3.008622 -0.371 0.921 0.195 0.099
H -4.277938 1.544924 -0.015423 0.074 -0.047 -0.355 0.114
H -7.934557 8.897728 1.246294 0.017 0.034 0.669 0.079
H -0.657493 -1.986028 1.708287 0.178 -0.117 -0.295 0.073
H 4.079704 -8.809761 0.860947 0.640 0.025 0.101 0.071
H 5.559805 0.475330 2.413069 -0.349 -0.356 -0.165 0.115
H -6.236348 2.750697 1.749771 0.917 0.036 0.336 0.089
H -2.214866 -0.569188 5.329053 -0.413 -0.834 -0.720 0.062
H 4.326582 -3.239268 4.977732 0.639 -0.360 -0.139 0.075
H 5.753850 4.036136 -0.446156 -0.002 0.266 0.200 0.081
H -3.019541 -0.054656 -3.332244 -0.198 -0.277 0.215 0.090
H -2.231119 -2.676451 -8.879675 -0.393 0.195 0.375 0.091
H -3.189582 -4.106805 2.454805 0.086 -0.431 -0.035 0.051
H -1.930185 -2.690457 6.591260 -0.082 0.107 -0.761 0.151
H -6.190408 0.085853 -1.943882 -0.110 -0.192 -0.517 0.084
H -2.967599 -5.954710 -1.371846 0.085 -0.680 0.149 0.068
H -1.944929 3.799269 1.501458 -1.102 0.553 0.316 0.059
H 3.470451 1.741202 1.676739 0.387 -0.748 -0.075 0.108
H 4.404885 3.000168 3.794751 -0.825 -0.648 0.249 0.080
H 3.707348 3.116453 -0.215852 -0.446 -0.008 -0.372 0.073
H -0.983659 -4.181870 -1.229388 -0.050 -0.155 -0.058 0.053
H -3.330171 -2.504691 1.711306 0.175 -0.139 -0.034 0.072
H -2.387799 1.390469 7.372448 -0.440 -1.056 -0.075 0.049
H -2.460116 0.560684 -1.698481 -0.384 -0.277 0.149 0.066
H -0.295427 -1.394106 -8.002060 0.068 0.149 -0.242 0.119
H -0.390359 1.570364 -0.605220 0.564 0.244 -0.435 0.110
H 0.627658 1.104263 -4.786297 0.169 -0.855 0.005 0.113
H -4.473755 2.938640 2.262397 0.107 0.647 -0.125 0.062
H 1.819800 -2.949893 -3.578565 -0.271 0.794 -0.089 0.055
H 3.111078 -9.823229 1.963507 0.212 -0.381 0.318 0.070
H 2.038923 -5.668280 -6.957550 0.075 0.104 -0.197 0.074
H 3.256208 -5.286558 -3.186236 0.379 0.106 0.279 0.047